No. 1
ORCA calculation (ωB97M-V/def2-TZVPD) on a 2-piece molecular cluster, C4H11NS overall in a non-equilibrium geometry.

orbital gap = 9.60 eV
E_tot = -16649.4039 eV
energy relative to the best compared isomer or geometry (same formula, charge and spin) = 2.389 eV

Each line ends with the Löwdin charge.
Positions of all 17 atoms, in Å:
C 2.358 -0.064 -4.531  -0.421
S 1.265 -1.548 -4.563  0.671
C 0.780 -1.853 -2.787  -0.412
H 1.919 0.653 -3.892  0.002
H 2.261 0.182 -5.653  0.050
H 3.367 -0.252 -4.264  0.008
H 0.942 -0.850 -2.207  0.065
H -0.314 -1.960 -2.889  0.009
H 1.368 -2.767 -2.518  0.027
C -1.871 0.793 6.472  -0.152
C -2.463 2.522 4.951  -0.113
N -1.612 2.070 5.727  -0.104
H -1.547 1.125 7.432  0.040
H -1.085 -0.014 6.252  0.091
H -2.916 0.355 6.619  0.088
H -2.332 3.525 4.636  0.048
H -3.436 1.897 4.769  0.103

No. 2
ORCA calculation (ωB97M-V/def2-TZVPD) on C25H21N3Ti as an isolated structure in a non-equilibrium geometry.

multiplicity = 2
orbital gap (alpha / beta) = 6.56 / 6.37 eV
charge = +1
⟨S²⟩ = 0.775
E_tot = -53844.4718 eV

Each line ends with the Löwdin charge.
Positions of all 50 atoms, in Å:
Ti -0.814 0.367 0.127  0.979
C 0.016 -0.781 4.299  -0.029
C -0.620 -0.755 3.076  -0.112
N -0.087 -0.220 1.964  -0.076
C 1.152 0.316 2.007  -0.155
C 1.868 0.346 3.232  -0.149
C 1.280 -0.216 4.375  0.017
C 3.137 0.936 3.311  -0.023
C 3.702 1.518 2.186  -0.051
C 3.008 1.491 0.980  0.013
C 1.749 0.864 0.851  -0.239
N 1.089 0.878 -0.344  -0.064
C 1.487 -0.079 -1.231  -0.240
C 2.629 0.124 -2.037  0.022
C 3.054 -0.817 -2.970  -0.045
C 2.327 -1.985 -3.140  -0.019
C 1.161 -2.200 -2.392  -0.148
C 0.405 -3.366 -2.584  0.030
C -0.759 -3.566 -1.856  -0.029
C -1.128 -2.583 -0.964  -0.085
N -0.430 -1.452 -0.760  -0.001
C 0.718 -1.245 -1.440  -0.158
H -0.460 -1.223 5.163  0.116
H -1.610 -1.176 2.939  0.121
H 1.806 -0.211 5.324  0.126
H 3.682 0.959 4.248  0.119
H 4.673 1.997 2.238  0.114
H 3.448 1.972 0.112  0.110
H 3.192 1.046 -1.930  0.113
H 3.945 -0.628 -3.558  0.115
H 2.662 -2.716 -3.868  0.121
H 0.721 -4.116 -3.301  0.130
H -1.359 -4.456 -1.982  0.117
H -2.026 -2.668 -0.361  0.123
C -2.771 1.120 -3.056  -0.034
C -2.797 1.402 -1.594  -0.325
C -2.114 2.492 -1.070  -0.063
C -2.133 2.751 0.287  -0.102
C -2.844 1.927 1.137  -0.154
C -3.520 0.836 0.629  -0.118
C -3.506 0.582 -0.726  -0.060
H -3.634 1.564 -3.558  0.098
H -2.778 0.046 -3.244  0.084
H -1.866 1.518 -3.516  0.089
H -1.546 3.123 -1.730  0.131
H -1.584 3.592 0.679  0.127
H -2.854 2.125 2.197  0.127
H -4.051 0.175 1.292  0.126
H -4.028 -0.272 -1.119  0.128
H -1.592 0.666 1.678  0.082

The lowest E_tot belongs to which entry?
C25H21N3Ti